Here is 2 unconnected molecules or ions with the total composition FH3N2OS at a distorted geometry from OMol25. Energies are from ωB97M-V/def2-TZVPD.

Last columns: bonded neighbours and bond lengths (Å).
CARTESIAN COORDINATES (ANGSTROEM)
1 N -1.2345 0.0843 -0.0534  H6 1.084, H7 0.999, H8 1.140
2 N 1.1114 -0.4627 0.5153  O3 1.239, F4 1.442
3 O 1.7552 0.2000 -0.3099  N2 1.239, S5 1.589
4 F 0.7117 -1.6686 -0.1663  N2 1.442
5 S 2.5301 1.5684 -0.0836  O3 1.589
6 H -1.5576 0.5621 0.8642  N1 1.084
7 H -1.4391 -0.8857 0.0734  N1 0.999
8 H -1.8773 0.6021 -0.8397  N1 1.140

## Properties
LUMO (spin up / spin down) ... -1.19 / -1.78 eV
E_HOMO (spin up / spin down) ... -9.38 / -9.27 eV
E_tot ... -684.37126 Eh